(1)
Computed, not measured: C37H46N4O4 in the gas phase at a distorted geometry, with ωB97M-V/def2-TZVPD.

Geometry (Å):
C: -7.0243 -2.5397 1.9523
H: -7.8389 -2.1196 2.5370
H: -6.3216 -3.0724 2.5955
H: -7.4041 -3.2250 1.1915
O: -6.3630 -1.4428 1.3396
C: -5.4195 -1.7675 0.4471
O: -5.2784 -2.8636 -0.0336
C: -4.7731 -0.4984 -0.1342
N: -3.3364 -0.5297 0.1195
C: -2.9479 -1.2236 1.2063
O: -3.7634 -1.8219 1.8987
C: -1.4899 -1.3024 1.5163
C: -0.7629 -0.2089 1.9779
C: 0.5834 -0.3382 2.2428
C: 1.2291 -1.5606 2.0561
C: 0.4774 -2.6707 1.6752
C: -0.8703 -2.5425 1.4075
H: -1.4536 -3.3960 1.0961
H: 0.9615 -3.6297 1.5637
C: 2.6673 -1.6768 2.1799
N: 3.3920 -0.6351 2.1518
O: 4.7551 -0.8513 2.2094
C: 5.4749 0.3198 1.8435
C: 6.7560 0.3488 2.6677
H: 6.5150 0.3183 3.7269
H: 7.3185 1.2538 2.4570
H: 7.3671 -0.5173 2.4278
H: 4.8488 1.1920 2.0699
C: 5.7865 0.2832 0.3268
N: 4.6562 0.5937 -0.5099
C: 3.6879 -0.3654 -0.7769
C: 4.0614 -1.6786 -1.0772
C: 3.1173 -2.6460 -1.3737
C: 1.7735 -2.2658 -1.3725
N: 1.4072 -1.0220 -1.0949
C: 2.3050 -0.0992 -0.7977
C: 1.7531 1.2475 -0.4299
H: 2.1886 1.5461 0.5240
C: 2.0462 2.3048 -1.4947
C: 3.5035 2.2444 -1.9505
C: 4.4671 2.0035 -0.7915
H: 4.1409 2.5703 0.0924
H: 5.4552 2.3917 -1.0732
H: 3.7671 3.1808 -2.4459
H: 3.6330 1.4387 -2.6755
H: 1.8236 3.2924 -1.0841
H: 1.3977 2.1468 -2.3584
H: 0.6771 1.1493 -0.2897
C: 0.6798 -3.2401 -1.6857
H: -0.2792 -2.8050 -1.4252
H: 0.6813 -3.4841 -2.7484
H: 0.8139 -4.1658 -1.1301
C: 3.5310 -4.0498 -1.6919
H: 3.1357 -4.7429 -0.9491
H: 3.1446 -4.3518 -2.6645
H: 4.6148 -4.1391 -1.7034
H: 5.1056 -1.9566 -1.0890
H: 6.1669 -0.7146 0.1019
H: 6.5817 1.0041 0.1164
H: 3.0979 -2.6782 2.2271
H: 1.1595 0.5053 2.5869
H: -1.2506 0.7442 2.1194
C: -2.4511 0.3520 -0.6213
C: -2.4657 1.7731 -0.0814
C: -3.1921 2.1385 1.0447
C: -3.1642 3.4387 1.5196
C: -2.4004 4.4136 0.8956
C: -1.6487 4.0415 -0.2125
C: -1.6783 2.7461 -0.6898
H: -1.0662 2.4896 -1.5409
H: -1.0284 4.7762 -0.7059
C: -2.3855 5.8271 1.3911
H: -1.3802 6.2413 1.3462
H: -2.7460 5.8848 2.4151
H: -3.0302 6.4474 0.7678
H: -3.7438 3.6928 2.3956
H: -3.7761 1.4074 1.5831
H: -1.4322 -0.0395 -0.4963
C: -2.7719 0.2984 -2.1275
C: -4.2580 0.5719 -2.3473
C: -5.0975 -0.4707 -1.6272
H: -4.9112 -1.4608 -2.0447
H: -6.1609 -0.2537 -1.7427
H: -4.4976 1.5679 -1.9649
H: -4.4851 0.5557 -3.4147
C: -2.3208 -1.0382 -2.7111
H: -1.2351 -1.0983 -2.6877
H: -2.6509 -1.1326 -3.7432
H: -2.7235 -1.8704 -2.1399
H: -2.2040 1.0897 -2.6238
H: -5.2243 0.3698 0.3634

Cartesian forces (eV/Å) of the 2 atoms listed first:
C -0.046 -0.310 -0.065
H 0.045 -0.016 -0.016

Output
- HOMO energy: -7.46 eV
- Frontier orbital gap: 8.038 eV

(2)
Computed, not measured: 2 unconnected molecules or ions with the total composition C3H9NO2S at a distorted geometry, with ωB97M-V/def2-TZVPD.

Geometry (Å):
C: -0.6917 0.1584 -0.3952
C: -1.2797 0.0453 1.0236
S: -3.0811 0.3608 0.9917
C: 0.6248 -0.6127 -0.3632
N: 0.6530 -1.9628 -0.2725
O: 1.6275 0.0588 -0.1619
H: -1.2938 -0.3383 -1.1580
H: -0.4111 1.1413 -0.7697
H: -1.2157 -0.9651 1.4066
H: -0.6586 0.7727 1.5642
H: -3.3648 -0.3171 2.1235
H: -0.2116 -2.4408 -0.0648
H: 1.5005 -2.4424 -0.0147
H: 2.5060 1.4405 -1.0885
H: 2.7318 2.9135 -1.1179
O: 2.5644 2.1879 -1.7033

Cartesian forces (eV/Å) of the 2 atoms listed first:
C 0.259 -2.078 -1.050
C -0.021 0.868 -0.886

Output
- HOMO energy: -9.44 eV
- Frontier orbital gap: 9.955 eV
- Energy above the lowest of the compared OMol25 structures with the same formula, charge and spin: 21.08 kcal per mole
- SMILES: NC(=O)CCS.O

(3)
Computed, not measured: a molecular structure, C36H70AsMgN4O2Si3, with ωB97M-V/def2-TZVPD.

Geometry (Å):
Mg: -0.2215 1.4905 -0.2400
C: 0.3319 3.4274 0.9611
C: -0.6539 3.8183 -0.0100
C: -1.9268 3.6189 0.5690
C: -1.7432 3.0974 1.8673
C: -0.3673 2.9835 2.1137
C: 0.2372 2.6957 3.4503
C: -2.8246 2.7563 2.8457
C: -3.2266 4.0934 -0.0106
C: -0.4069 4.6841 -1.2138
C: 1.7872 3.8207 0.9030
H: 1.1970 2.1903 3.3747
H: -0.4143 2.0748 4.0678
H: 0.4099 3.6242 4.0063
H: -2.8802 3.4722 3.6707
H: -2.6731 1.7712 3.3018
H: -3.8079 2.7618 2.3674
H: -3.1816 4.1816 -1.0971
H: -3.4873 5.0897 0.3601
H: -4.0700 3.4437 0.2449
H: -1.0481 4.4231 -2.0597
H: 0.6191 4.6153 -1.5738
H: -0.5937 5.7356 -0.9733
H: 2.4663 3.0416 0.5426
H: 2.1409 4.1144 1.8934
H: 1.9283 4.6866 0.2539
C: 2.2125 -3.6880 -4.4857
N: 1.1121 -2.8714 -4.0144
C: -0.0115 -2.6709 -4.9030
C: 1.0830 -2.4077 -2.7520
O: 0.1663 -1.7912 -2.2282
H: 1.8807 -4.7057 -4.7036
H: 2.9866 -3.7327 -3.7214
H: 2.6448 -3.2605 -5.3918
H: 0.3524 -2.5945 -5.9274
H: -0.5072 -1.7416 -4.6391
H: -0.7224 -3.5009 -4.8475
H: 2.0120 -2.6261 -2.2083
N: -1.8350 0.3755 0.6128
C: -2.6576 -0.2647 1.1151
N: -3.6241 -0.9935 1.6111
C: -3.5527 -2.4636 1.5840
C: -4.9624 -2.9997 1.4038
O: -5.8286 -2.5005 2.4003
C: -5.9260 -1.0909 2.3460
C: -4.5756 -0.4437 2.5917
H: -3.1279 -2.8199 2.5261
H: -2.9021 -2.7763 0.7681
H: -4.9651 -4.0846 1.4932
H: -5.3411 -2.7278 0.4077
H: -6.6341 -0.7902 3.1157
H: -6.3168 -0.7808 1.3666
H: -4.2234 -0.6807 3.5998
H: -4.6195 0.6371 2.4811
C: -3.6029 1.6534 -2.3343
N: -3.4386 0.3679 -3.0700
C: -4.5041 -0.6008 -2.7200
C: -2.0518 -0.2193 -2.8343
C: -0.9944 0.7222 -3.3203
C: -0.8878 0.8881 -4.7022
C: 0.0888 1.7094 -5.2382
C: 0.9680 2.3417 -4.3705
C: 0.8325 2.1721 -2.9991
C: -0.1623 1.3796 -2.4010
H: -4.5972 2.0489 -2.5280
H: -2.8332 2.3384 -2.6753
H: -3.4595 1.4566 -1.2745
H: -3.4947 0.5811 -4.0661
H: -4.4161 -0.8202 -1.6569
H: -4.3637 -1.5098 -3.2997
H: -5.4769 -0.1625 -2.9290
H: -2.0437 -1.1824 -3.3465
H: -1.9827 -0.3925 -1.7665
H: -1.5436 0.3401 -5.3786
H: 0.1774 1.8356 -6.3093
H: 1.7566 2.9714 -4.7645
H: 1.5420 2.7031 -2.3684
C: 4.3917 -1.2095 4.0357
Si: 3.0310 -0.1642 3.2758
C: 1.5581 -0.3410 4.4328
C: 3.7569 1.5643 3.2431
As: 2.2111 -0.6323 1.0601
Si: 1.5776 -2.8969 1.4710
C: 1.3047 -4.0255 0.0004
C: -0.1129 -2.7211 2.2751
C: 2.7425 -3.8411 2.6025
Si: 4.2704 -0.5091 -0.1281
C: 4.1761 -1.2988 -1.8255
C: 5.7252 -1.2862 0.7642
C: 4.5904 1.3152 -0.4019
H: 4.5437 -0.7677 5.0275
H: 5.3425 -1.1488 3.5086
H: 4.1450 -2.2568 4.1838
H: 1.6958 0.3119 5.2987
H: 1.5024 -1.3680 4.8016
H: 0.6074 -0.0842 3.9695
H: 3.7549 1.9654 4.2609
H: 3.2318 2.2661 2.6017
H: 4.7982 1.5166 2.9155
H: 0.5344 -3.6673 -0.6787
H: 0.9557 -4.9617 0.4493
H: 2.2110 -4.2577 -0.5607
H: -0.7542 -2.1492 1.6005
H: -0.0850 -2.2035 3.2330
H: -0.5560 -3.7099 2.4267
H: 3.7946 -3.6387 2.4044
H: 2.5729 -4.9091 2.4405
H: 2.5499 -3.6346 3.6555
H: 4.1409 -2.3894 -1.7901
H: 5.1026 -1.0191 -2.3368
H: 3.3436 -0.9299 -2.4270
H: 5.4922 -2.2639 1.1873
H: 6.1056 -0.6490 1.5631
H: 6.5334 -1.4191 0.0391
H: 3.7730 1.7686 -0.9679
H: 5.5030 1.4251 -0.9947
H: 4.7171 1.8810 0.5208

Cartesian forces (eV/Å) of the 2 atoms listed first:
Mg -0.303 0.354 0.416
C 0.012 0.011 -0.393

Output
- HOMO energy: -8.74 eV
- Total charge: +1
- Frontier orbital gap: 6.601 eV
- Energy above the lowest of the compared OMol25 structures with the same formula, charge and spin: 32.89 kcal per mole

(4)
Computed, not measured: a molecular structure, C15H30AsF6O15Tl at a distorted geometry, with ωB97M-V/def2-TZVPD.

Geometry (Å):
Tl: -12.3624 -20.0916 -3.7142
As: -13.4050 -24.3249 -2.2686
F: -13.2420 -22.6357 -2.9437
F: -13.6260 -23.5796 -0.6426
F: -13.7871 -25.9108 -1.5171
F: -12.9996 -25.0785 -3.8587
F: -11.6792 -24.5467 -1.8680
F: -15.1883 -24.0885 -2.5186
C: -18.1533 -27.9259 1.9161
O: -16.8248 -27.5170 1.9150
C: -16.4044 -26.2318 1.9894
O: -17.1040 -25.2544 2.2615
O: -15.1345 -26.2064 1.7388
C: -14.4195 -24.9399 1.9047
H: -18.9032 -27.1551 1.7385
H: -18.3954 -28.2738 2.9203
H: -18.4794 -28.7666 1.3037
H: -14.8005 -24.1313 1.2809
H: -13.4097 -24.9103 1.4954
H: -14.4379 -24.5730 2.9309
C: -9.1336 -29.1644 1.7930
O: -9.6832 -28.9671 0.5367
C: -9.1082 -27.8981 -0.1791
O: -8.1228 -27.2030 0.1912
O: -9.7499 -27.7793 -1.3944
C: -9.4829 -26.6084 -2.1910
H: -9.7017 -28.6967 2.5971
H: -8.0800 -28.8988 1.7069
H: -9.1088 -30.2402 1.9667
H: -8.4703 -26.6221 -2.5942
H: -9.6906 -25.6387 -1.7386
H: -10.0850 -26.7637 -3.0862
C: -15.4338 -23.6421 -6.1719
O: -14.9606 -23.0260 -7.2501
C: -13.8351 -22.2242 -7.0572
O: -13.2992 -22.0049 -5.9529
O: -13.4974 -21.7092 -8.2492
C: -12.2103 -21.0591 -8.4906
H: -15.7370 -22.9918 -5.3513
H: -14.6496 -24.3551 -5.9173
H: -16.3399 -24.1999 -6.4081
H: -11.7701 -20.6160 -7.5974
H: -12.5138 -20.2088 -9.1013
H: -11.5639 -21.6498 -9.1398
C: -12.9897 -20.7836 2.0870
O: -13.0493 -20.2759 0.7656
C: -14.1072 -20.3804 -0.0927
O: -14.0267 -20.0693 -1.3058
O: -15.1617 -20.9751 0.5937
C: -16.1925 -21.5725 -0.1693
H: -12.3917 -20.1307 2.7228
H: -12.6118 -21.8024 2.1717
H: -14.0034 -20.6237 2.4545
H: -15.8099 -22.1348 -1.0211
H: -16.8956 -20.8514 -0.5861
H: -16.7905 -22.2472 0.4432
C: -8.8829 -23.1357 -2.1022
O: -8.9972 -23.7786 -3.3190
C: -9.8732 -23.3705 -4.1871
O: -10.7356 -22.4911 -4.1256
O: -9.9544 -24.3756 -5.1428
C: -10.9572 -24.5044 -6.2321
H: -8.7102 -22.0661 -2.2217
H: -7.9680 -23.3370 -1.5450
H: -9.7739 -23.2142 -1.4792
H: -10.8318 -25.3410 -6.9195
H: -10.7820 -23.6391 -6.8714
H: -11.9639 -24.6304 -5.8334

Cartesian forces (eV/Å) of the 2 atoms listed first:
Tl -0.055 -0.360 0.486
As -0.819 0.040 1.039

Output
- HOMO energy (spin up / spin down): -17.23 / -17.23 eV
- 2S+1: 2
- Total charge: +3
- Frontier orbital gap (spin up / spin down): 3.373 / 3.540 eV

(5)
Computed, not measured: C4H6N2OS in the gas phase at a distorted geometry, with ωB97M-V/def2-TZVPD.

Geometry (Å):
C: 1.8985 -1.1386 -0.0479
C: 1.7314 -2.2671 -0.4603
C: 2.3712 0.1893 0.2391
C: -0.8463 0.8791 -0.4048
N: 1.3786 1.1473 0.4854
N: 0.1084 0.6557 0.6599
O: -1.3008 -0.1684 -1.1496
S: 3.9047 0.6282 0.1824
H: -0.2277 0.9535 1.5880
H: 1.2880 -3.2477 -0.4788
H: -0.2173 1.5267 -1.0461
H: -1.7679 1.4859 0.0142
H: 1.6934 2.0007 0.9713
H: -1.9736 -0.6925 -0.6440

Cartesian forces (eV/Å) of the 2 atoms listed first:
C 0.419 -0.645 -0.772
C -0.693 0.512 1.244

Output
- HOMO energy: -8.64 eV
- Frontier orbital gap: 8.503 eV
- Energy above the lowest of the compared OMol25 structures with the same formula, charge and spin: 118.19 kcal per mole
- SMILES: C#CC(=S)NNCO